Density functional theory data (ωB97M-V/def2-TZVPD) for a structure of composition C28H40BLaN9O4Se.

```
84
Properties=species:S:1:pos:R:3
La -0.210 -0.247 -0.088
Se -4.168 -2.080 -3.501
O -3.343 5.351 -1.136
O -2.373 6.738 0.303
O -3.213 2.825 -1.553
O -1.888 1.096 -1.049
N 2.093 -2.658 -1.329
N 3.133 -1.119 0.432
N -1.641 -1.663 -2.612
N 0.028 3.591 1.408
N 0.739 -2.560 -1.211
N -0.494 2.595 0.678
N 1.612 0.297 -2.171
N 2.822 -0.322 -2.008
N 2.085 -0.679 1.180
C 0.649 1.978 -3.772
C 0.227 -3.718 -1.599
C -1.256 -3.895 -1.648
C 2.528 -0.569 2.441
C 1.244 1.336 3.415
C 3.696 0.120 -2.924
C -0.624 1.169 -4.048
C 0.388 3.189 -2.873
C 3.878 -0.925 2.505
C 1.756 1.124 -3.214
C -0.613 4.754 1.229
C -2.285 2.305 -0.946
C -2.494 5.632 -0.172
C 1.253 -4.612 -1.947
C -1.760 -4.932 -0.641
C 1.628 -0.135 3.568
C -1.609 4.528 0.313
C 2.273 -0.380 4.926
C -1.913 -2.538 -1.466
C 2.414 -3.892 -1.764
C -3.250 0.644 2.344
C -1.496 3.154 0.006
C -1.485 -1.133 1.957
C 3.061 1.047 -3.719
C -2.630 -0.865 4.226
C 4.214 -1.260 1.207
C -2.484 -1.328 -3.628
C -2.109 -0.151 2.974
B 3.096 -1.520 -1.072
H 0.618 1.665 4.246
H -0.835 -1.823 2.525
H 5.145 -1.606 0.787
H -4.029 -0.036 1.988
H 3.464 1.587 -4.562
H -1.265 -5.897 -0.775
H -3.387 -1.602 3.938
H 1.563 -0.154 5.723
H 4.195 -1.935 -1.330
H 0.798 3.398 2.024
H -0.679 -1.379 -2.733
H 2.588 -1.420 5.037
H -1.824 -1.398 4.737
H 0.133 2.860 -1.867
H -1.371 1.789 -4.545
H -1.348 0.567 3.315
H 3.150 0.260 5.063
H -0.336 5.663 1.738
H 2.148 1.956 3.385
H 4.520 -0.947 3.371
H -2.312 -1.776 1.614
H -2.996 -2.641 -1.398
H -3.271 4.391 -1.414
H -0.417 0.312 -4.690
H -1.090 0.796 -3.135
H 4.699 -0.277 -2.960
H -0.439 3.792 -3.256
H 1.149 -5.622 -2.310
H 0.679 1.482 2.496
H -3.704 1.335 3.061
H -1.571 -4.594 0.383
H -2.834 -5.071 -0.769
H -2.915 1.227 1.486
H 3.445 -4.160 -1.935
H -1.509 -4.224 -2.656
H 1.276 3.821 -2.799
H -3.087 -0.168 4.940
H 0.711 -0.724 3.505
H -1.567 -2.090 -0.519
H 1.026 2.349 -4.726
```

Output
HOMO	-0.092	hartree
strongest force on any atom	1.1	eV/Å
relative energy (zero: lowest compared OMol25 entry of this formula, charge and spin)	94.6	kcal/mol
multiplicity	1
charge	-1
E_tot	-4342.817716	a.u.


Density functional theory data (ωB97M-V/def2-TZVPD) for a structure of composition C28H40Cl4InN2O5SSb.

```
82
Properties=species:S:1:pos:R:3
Sb -0.278 2.788 0.505
In 3.255 1.976 -2.868
Cl -4.421 -1.866 -2.251
Cl -2.477 -5.365 1.535
Cl 2.769 3.533 -0.018
Cl -1.054 -1.887 1.904
S -2.934 -6.327 -1.242
O 2.524 4.202 1.221
O 1.427 3.427 -0.766
O 3.639 4.241 -0.900
O 3.226 2.168 0.181
O 0.782 -4.418 1.044
N 2.443 -2.511 -1.679
N 2.913 -0.438 -2.257
C -2.696 2.050 -1.098
C -0.429 -6.536 -1.650
C -0.530 0.988 -1.812
C -0.676 -3.167 -1.877
C -1.622 5.563 0.147
C -1.240 4.567 1.237
C 1.823 0.232 2.829
C 3.125 -1.269 -3.341
C 2.366 2.502 3.758
C 0.116 1.454 4.240
C -1.362 -2.328 0.233
C 0.598 -5.774 0.599
C -2.472 3.955 1.915
C 2.496 -1.225 -1.288
C 0.927 -3.366 0.110
C -2.872 -2.272 -1.604
C -1.037 3.352 -2.470
C -2.611 -2.018 -0.270
C 2.082 -3.661 -0.843
C 1.410 1.414 3.570
C -1.627 -6.735 -2.263
C -1.214 2.289 -1.386
C -0.375 -2.938 -0.538
C -0.326 5.227 2.266
C 2.832 -2.549 -2.995
C -0.558 -6.038 -0.317
C -1.904 -2.833 -2.421
C -1.870 -5.895 0.019
H 2.870 -3.468 -3.553
H -0.850 6.080 2.706
H 1.010 -0.459 2.621
H -0.624 0.807 3.771
H 2.225 -0.897 -0.303
H 0.602 5.595 1.826
H 1.879 3.476 3.788
H -0.255 2.467 4.384
H -3.372 -1.593 0.369
H -2.855 1.294 -0.327
H -1.567 4.273 -2.249
H 0.052 -3.642 -2.520
H 0.006 3.596 -2.664
H -2.381 5.164 -0.523
H 1.240 -2.539 0.752
H -1.460 2.950 -3.396
H -0.684 0.182 -1.092
H -2.206 3.233 2.696
H -3.033 4.757 2.403
H -0.072 4.545 3.083
H -2.117 -3.020 -3.464
H -0.762 5.882 -0.442
H 0.306 1.045 5.249
H 1.515 -6.142 0.131
H 2.582 -0.271 3.453
H 0.521 -6.759 -2.118
H -2.044 6.456 0.617
H 0.544 1.116 -1.959
H 2.357 0.542 1.926
H 1.859 -4.494 -1.509
H 2.795 2.347 4.763
H 2.940 -3.943 -0.232
H 3.480 -0.903 -4.290
H -1.815 -7.123 -3.251
H -3.173 1.683 -2.012
H -3.214 2.963 -0.811
H 3.177 2.492 3.034
H -0.959 0.655 -2.762
H -3.149 3.464 1.217
H 0.466 -6.319 1.532
```

Output
HOMO	-0.466	hartree
strongest force on any atom	0.8	eV/Å
relative energy (zero: lowest compared OMol25 entry of this formula, charge and spin)	0.0	kcal/mol
multiplicity	1
charge	+2
E_tot	-4245.143175	a.u.


Density functional theory data (ωB97M-V/def2-TZVPD) for a cluster of 5 separate species, C28H40IO12PS in total.

```
83
Properties=species:S:1:pos:R:3
I -8.406 -3.677 0.605
S -5.926 1.719 1.625
P -7.619 -1.607 -0.544
O 2.797 5.497 -4.044
O 3.363 0.201 -4.289
O -2.133 -5.724 2.865
O 4.469 4.010 -4.515
O -6.019 0.953 3.147
O 5.147 2.549 -0.119
O -6.783 0.807 0.459
O -9.022 -0.738 -1.126
O 2.903 2.249 -0.445
O -0.551 -6.505 4.320
O 2.254 -0.529 -2.427
O -6.658 3.080 1.724
C -2.096 0.558 1.275
C 6.082 2.171 0.890
C 2.460 0.325 -3.273
C 0.672 0.587 0.329
C -3.136 -1.867 2.554
C -1.978 -0.990 1.798
C -0.317 -8.669 3.481
C 3.898 2.142 0.253
C 1.803 1.672 -3.326
C -4.778 0.178 3.439
C -4.633 -1.199 2.556
C -5.189 -1.075 1.005
C -0.267 -3.302 2.037
C 3.420 1.426 -5.018
C -0.510 -1.737 1.562
C -1.035 -7.839 2.447
C 5.266 1.995 2.144
C 4.593 6.281 -5.341
C -0.800 1.329 0.553
C 0.335 -7.623 4.348
C -6.758 -0.602 0.886
C -1.334 -6.582 3.205
C 2.499 6.840 -4.425
C 3.942 1.508 1.610
C 2.114 2.121 -4.731
C 3.826 7.454 -4.786
C 0.779 -0.974 0.841
C 3.991 5.129 -4.595
H -0.495 -3.968 1.089
H -3.230 -2.889 1.944
H -5.348 -1.998 3.081
H -4.902 -0.174 4.573
H 4.323 7.822 -3.880
H 3.925 0.420 1.497
H 2.264 2.324 -2.579
H 2.171 3.207 -4.841
H 5.663 6.367 -5.136
H -2.727 -2.169 3.612
H -3.100 1.150 1.394
H -0.389 -7.599 1.597
H 1.308 -7.307 3.957
H 1.807 6.817 -5.273
H 2.021 7.362 -3.591
H 3.544 1.216 -6.084
H 0.726 1.592 -3.159
H 6.839 2.953 1.003
H -1.954 -8.325 2.110
H -8.726 0.228 -1.195
H 1.339 1.751 -5.414
H 3.110 1.847 2.231
H 4.413 6.146 -6.411
H -0.848 2.462 0.189
H -5.148 -2.184 0.565
H 0.396 -9.379 3.054
H 0.857 -3.460 2.323
H 3.737 8.289 -5.486
H 1.567 1.162 -0.177
H -3.842 0.878 3.425
H 5.128 2.966 2.636
H -0.989 -3.613 2.915
H 6.574 1.243 0.580
H -7.408 -0.832 1.845
H 0.462 -7.968 5.378
H 5.725 1.313 2.864
H 1.819 -1.530 0.710
H -1.048 -9.235 4.070
H 4.282 2.002 -4.667
H -4.515 -0.428 0.300
```

Output
HOMO	-0.278	hartree
strongest force on any atom	5.5	eV/Å
multiplicity	1
E_tot	-3030.662900	a.u.